[1]
Density functional theory data (the ωB97M-V functional and the def2-TZVPD basis) for a cluster of 3 separate species, C3H12NO3 in total.

The geometry in XYZ format:
```
19
C3H12NO3 | the Open Molecules 2025 dataset | the ωB97M-V functional and the def2-TZVPD basis
C 0.735 0.302 -0.830
O -0.665 0.317 -0.888
C 1.089 -0.639 0.400
C 1.648 0.340 1.521
N -0.048 -1.389 0.928
H 0.997 1.446 -0.695
H 1.313 -0.096 -1.727
H 1.807 -1.462 0.024
H 0.710 0.995 1.547
H 1.726 -0.376 2.407
H 2.575 1.033 1.268
H -0.393 -0.969 1.710
H -0.818 -1.314 0.222
H -1.744 -2.570 -1.750
H -1.485 -0.953 -1.314
O -2.082 -1.687 -1.823
H -1.216 1.810 -0.583
H -2.139 2.742 0.223
O -2.011 2.469 -0.640
```

Total energy: -10937.610 eV
Frontier orbital gap: 8.1435 eV
Strongest force on any atom: 0.065 hartree/bohr
Highest occupied orbital energy: -0.1544 hartree
LUMO energy: 3.94 eV
Multiplicity: 1
Net charge: -1
Energy above the lowest of the compared OMol25 structures with the same formula, charge and spin: 1.7934 eV

[2]
Density functional theory data (the ωB97M-V functional and the def2-TZVPD basis) for the molecule C4H7N3O.

The geometry in XYZ format:
```
15
C4H7N3O | the Open Molecules 2025 dataset | the ωB97M-V functional and the def2-TZVPD basis
C 2.766 0.036 0.183
C 0.402 -0.227 -0.222
C -1.228 1.124 0.016
C -1.762 -0.278 0.000
H 3.507 -0.714 0.013
H 2.664 0.611 1.056
H 2.813 0.676 -0.738
H -1.703 1.763 -0.756
H -1.222 1.750 0.922
H -3.503 -1.368 -0.136
H -0.842 -2.192 0.212
N 0.234 1.018 -0.367
N -3.074 -0.306 0.164
N -0.685 -1.117 -0.309
O 1.634 -0.777 -0.037
```

Total energy: -10776.659 eV
Frontier orbital gap: 9.6169 eV
Strongest force on any atom: 0.106 hartree/bohr
Highest occupied orbital energy: -0.3325 hartree
LUMO energy: 0.57 eV
Multiplicity: 1
Energy above the lowest of the compared OMol25 structures with the same formula, charge and spin: 3.0881 eV

[3]
Density functional theory data (the ωB97M-V functional and the def2-TZVPD basis) for a structure of composition C6H11N3O.

The geometry in XYZ format:
```
21
C6H11N3O | the Open Molecules 2025 dataset | the ωB97M-V functional and the def2-TZVPD basis
C -2.521 0.391 0.000
C -3.616 1.172 0.001
C 1.466 -1.001 1.210
C 1.438 -0.846 -1.298
C 1.571 1.265 0.086
C 1.019 -0.160 0.008
N -1.238 0.805 0.010
N -1.466 -1.670 -0.002
N -0.399 -0.112 0.024
O -2.590 -1.006 -0.005
H -4.599 0.746 -0.005
H -3.510 2.237 0.005
H 2.531 -1.205 1.145
H 1.264 -0.476 2.141
H 0.918 -1.941 1.213
H 1.027 -1.852 -1.327
H 2.520 -0.896 -1.363
H 1.062 -0.290 -2.156
H 1.268 1.839 -0.787
H 1.202 1.770 0.975
H 2.656 1.229 0.125
```

Total energy: -12912.308 eV
Frontier orbital gap (spin up / spin down): 8.4628 / 7.0876 eV
Strongest force on any atom: 0.100 hartree/bohr
Highest occupied orbital energy (spin up / spin down): -0.2981 / -0.2506 hartree
LUMO energy (spin up / spin down): 0.35 / 0.27 eV
Multiplicity: 1
Energy above the lowest of the compared OMol25 structures with the same formula, charge and spin: 6.7377 eV

[4]
Density functional theory data (the ωB97M-V functional and the def2-TZVPD basis) for a cluster of 10 separate species, C28H76O10 in total.

The geometry in XYZ format:
```
114
C28H76O10 | the Open Molecules 2025 dataset | the ωB97M-V functional and the def2-TZVPD basis
C 4.506 -15.918 4.854
C 3.512 -16.692 5.796
C 2.569 -15.873 6.613
O 2.675 -17.394 4.890
H 3.942 -15.122 4.367
H 4.935 -16.647 4.167
H 5.391 -15.487 5.320
H 4.034 -17.509 6.295
H 1.962 -15.177 6.034
H 3.104 -15.257 7.336
H 1.980 -16.500 7.282
H 2.120 -16.752 4.441
C 2.349 -22.537 9.990
C 2.559 -24.024 9.773
C 3.167 -24.347 8.464
O 3.344 -24.526 10.797
H 3.268 -21.975 10.157
H 1.843 -22.272 10.919
H 1.754 -22.117 9.179
H 1.570 -24.480 9.801
H 2.489 -24.004 7.682
H 3.241 -25.430 8.372
H 4.125 -23.869 8.261
H 4.270 -24.324 10.643
C -4.795 -18.876 11.577
C -3.970 -19.024 12.837
C -3.170 -17.730 13.203
O -4.836 -19.223 13.910
H -4.183 -18.805 10.679
H -5.394 -17.972 11.683
H -5.541 -19.670 11.544
H -3.320 -19.899 12.800
H -2.619 -17.791 14.142
H -3.901 -16.923 13.252
H -2.430 -17.536 12.427
H -5.126 -18.342 14.155
C 12.096 -15.024 17.705
C 11.848 -16.420 17.288
C 10.934 -16.510 16.122
O 13.046 -16.978 16.855
H 11.306 -14.536 18.276
H 12.351 -14.388 16.857
H 12.972 -15.073 18.351
H 11.565 -17.044 18.137
H 10.747 -17.551 15.860
H 11.389 -16.085 15.227
H 10.007 -15.970 16.313
H 13.419 -16.455 16.142
C -0.220 -8.505 11.250
C -0.881 -9.155 12.510
C -0.367 -10.555 12.834
O -0.608 -8.290 13.599
H -0.400 -7.430 11.209
H -0.649 -9.024 10.393
H 0.859 -8.630 11.347
H -1.964 -9.091 12.408
H -0.625 -11.131 11.945
H -0.819 -10.929 13.753
H 0.716 -10.589 12.948
H -1.350 -8.384 14.202
C 7.451 -24.149 17.249
C 7.479 -25.658 17.433
C 6.092 -26.272 17.422
O 8.214 -26.110 16.355
H 7.153 -23.721 18.206
H 6.731 -23.880 16.476
H 8.397 -23.706 16.939
H 7.968 -25.972 18.355
H 5.563 -26.192 16.472
H 5.381 -25.902 18.161
H 6.258 -27.322 17.662
H 8.474 -27.020 16.520
C 9.218 -12.543 10.976
C 7.911 -13.179 10.622
C 8.037 -14.617 10.117
O 7.114 -13.263 11.807
H 9.029 -11.721 11.667
H 9.741 -12.157 10.101
H 9.933 -13.140 11.542
H 7.467 -12.582 9.825
H 8.624 -15.207 10.821
H 8.569 -14.618 9.165
H 7.084 -15.128 9.982
H 7.135 -12.432 12.288
C 11.602 -23.970 10.419
C 10.298 -23.185 10.715
C 9.825 -22.279 9.560
O 9.251 -24.169 10.859
H 11.885 -24.545 11.300
H 12.384 -23.384 9.936
H 11.291 -24.722 9.694
H 10.365 -22.594 11.628
H 8.842 -21.851 9.755
H 9.709 -22.750 8.584
H 10.496 -21.421 9.515
H 9.473 -24.727 11.609
C 6.016 -10.599 17.748
C 5.174 -9.366 17.322
C 5.708 -8.102 18.033
O 5.258 -9.184 15.959
H 6.146 -10.570 18.830
H 7.004 -10.575 17.289
H 5.421 -11.488 17.540
H 4.124 -9.617 17.468
H 5.082 -7.221 17.896
H 6.724 -7.907 17.691
H 5.795 -8.254 19.109
H 4.773 -8.392 15.716
C 4.593 -17.967 14.301
O 3.791 -16.883 13.885
H 5.344 -18.180 13.540
H 5.109 -17.762 15.238
H 3.836 -18.738 14.450
H 4.340 -16.143 13.614
```

Total energy: -50740.063 eV
Frontier orbital gap: 10.2413 eV
Strongest force on any atom: 0.045 hartree/bohr
Highest occupied orbital energy: -0.3659 hartree
LUMO energy: 0.29 eV
Multiplicity: 1
Energy above the lowest of the compared OMol25 structures with the same formula, charge and spin: 3.6486 eV

[5]
Density functional theory data (the ωB97M-V functional and the def2-TZVPD basis) for the molecule C19H16ClN3O3S.

The geometry in XYZ format:
```
43
C19H16ClN3O3S | the Open Molecules 2025 dataset | the ωB97M-V functional and the def2-TZVPD basis
C -1.982 -2.821 -2.985
N -2.255 -1.711 -2.089
C -1.213 -1.270 -1.257
C 0.133 -1.358 -1.607
C 1.111 -0.880 -0.757
C 0.768 -0.302 0.463
C -0.579 -0.216 0.811
C -1.556 -0.706 -0.028
H -2.594 -0.670 0.264
H -0.839 0.233 1.757
C 1.761 0.274 1.410
O 1.485 1.187 2.159
N 2.992 -0.329 1.366
C 4.131 -0.033 2.097
N 5.145 -0.856 1.840
C 6.290 -0.679 2.468
C 6.479 0.338 3.393
C 5.425 1.203 3.666
C 4.225 1.020 3.009
H 3.378 1.661 3.188
H 5.547 2.002 4.380
Cl 7.999 0.526 4.189
H 7.081 -1.374 2.223
H 3.117 -1.130 0.762
H 2.142 -0.924 -1.078
H 0.415 -1.779 -2.558
S -2.951 -0.430 -2.997
O -1.920 0.176 -3.791
O -4.084 -0.986 -3.670
C -3.499 0.727 -1.753
C -4.725 0.523 -1.149
C -5.146 1.408 -0.170
C -4.338 2.476 0.189
C -3.114 2.674 -0.432
C -2.690 1.795 -1.415
H -1.749 1.919 -1.927
H -2.491 3.509 -0.151
H -4.666 3.161 0.956
H -6.102 1.265 0.312
H -5.326 -0.316 -1.461
H -1.532 -3.634 -2.418
H -2.941 -3.137 -3.391
H -1.330 -2.538 -3.817
```

Total energy: -53933.501 eV
Frontier orbital gap: 8.9281 eV
Strongest force on any atom: 0.025 hartree/bohr
Highest occupied orbital energy: -0.3237 hartree
LUMO energy: 0.12 eV
Multiplicity: 1
Energy above the lowest of the compared OMol25 structures with the same formula, charge and spin: 2.3054 eV

[6]
Density functional theory data (the ωB97M-V functional and the def2-TZVPD basis) for the ion C5H15N2 with charge +1.

The geometry in XYZ format:
```
22
C5H15N2 | the Open Molecules 2025 dataset | the ωB97M-V functional and the def2-TZVPD basis
C 0.157 0.001 -1.313
N -0.871 0.047 -0.297
C -1.352 1.419 0.000
C -2.396 1.376 1.098
C 1.512 0.180 -0.623
N 1.515 -0.731 0.566
C 1.608 -2.183 0.257
H 0.086 0.782 -2.071
H 0.157 -0.917 -1.893
H -1.683 -0.499 -0.558
H -1.770 1.847 -0.908
H -0.503 2.000 0.345
H -2.755 2.382 1.319
H -3.263 0.813 0.769
H -2.055 0.936 2.029
H 2.363 -0.066 -1.244
H 1.599 1.193 -0.240
H 2.254 -0.452 1.208
H 0.586 -0.551 0.990
H 0.649 -2.511 -0.121
H 2.372 -2.356 -0.494
H 1.791 -2.710 1.183
```

Total energy: -8402.193 eV
Frontier orbital gap: 10.7017 eV
Strongest force on any atom: 0.016 hartree/bohr
Highest occupied orbital energy: -0.5028 hartree
LUMO energy: -2.98 eV
Multiplicity: 1
Net charge: +1
Energy above the lowest of the compared OMol25 structures with the same formula, charge and spin: 0.4834 eV

[7]
Density functional theory data (the ωB97M-V functional and the def2-TZVPD basis) for the molecule C10H10N2.

The geometry in XYZ format:
```
22
C10H10N2 | the Open Molecules 2025 dataset | the ωB97M-V functional and the def2-TZVPD basis
C -0.042 -1.127 2.230
C -1.401 -2.630 0.737
C -1.800 -2.606 -0.523
C -0.694 -0.839 -0.304
C 0.153 0.333 -0.616
C -0.324 1.200 -1.626
C 0.320 2.420 -1.872
C 1.363 2.830 -1.183
C 1.850 2.049 -0.081
C 1.274 0.872 0.092
H 0.811 -1.559 2.324
H -0.395 -1.535 2.973
H -0.345 0.035 2.339
H -1.440 -3.329 1.793
H -2.362 -3.321 -1.076
H -1.196 0.887 -2.166
H -0.056 2.798 -2.681
H 1.831 3.867 -1.418
H 2.764 2.343 0.373
H 1.710 0.297 0.943
N -0.650 -1.528 0.893
N -1.369 -1.456 -1.152
```

Total energy: -13508.822 eV
Frontier orbital gap: 8.9283 eV
Strongest force on any atom: 0.242 hartree/bohr
Highest occupied orbital energy: -0.3012 hartree
LUMO energy: 0.73 eV
Multiplicity: 1
Energy above the lowest of the compared OMol25 structures with the same formula, charge and spin: 4.2732 eV